# 1
{
  "formula": "C39H39InN3O9S2",
  "method": "the ωB97M-V functional and the def2-TZVPD basis",
  "symbols": ["In", "C", "O", "C", "C", "O", "C", "C", "O", "C", "H", "H", "H", "H", "H", "H", "H", "H", "H", "H", "H", "H", "H", "H", "C", "C", "C", "C", "C", "C", "C", "S", "O", "O", "O", "H", "H", "H", "H", "H", "H", "H", "O", "S", "C", "C", "C", "C", "C", "C", "C", "C", "C", "C", "C", "C", "H", "H", "H", "H", "H", "H", "H", "H", "H", "H", "O", "C", "N", "C", "O", "C", "C", "C", "C", "C", "C", "H", "H", "H", "H", "N", "C", "C", "C", "C", "C", "N", "C", "H", "H", "H", "H"],
  "xyz": [[-0.4758, -0.0533, 1.0696], [1.2857, 2.5822, 1.1875], [1.5494, 1.1776, 1.0643], [2.6870, 0.9407, 0.2287], [3.1617, -0.4858, 0.2946], [2.1832, -1.3502, -0.2427], [2.5328, -2.7275, -0.1311], [2.0736, -3.4958, -1.3389], [0.6720, -3.3887, -1.4779], [0.2005, -4.1531, -2.5716], [2.2068, 3.0957, 1.4675], [0.5517, 2.7105, 1.9774], [0.9086, 2.9834, 0.2432], [3.5019, 1.5739, 0.5931], [2.4511, 1.2376, -0.7975], [3.4072, -0.7557, 1.3265], [4.0847, -0.5455, -0.2989], [2.0851, -3.1370, 0.7744], [3.6205, -2.8382, -0.0616], [2.3616, -4.5472, -1.2004], [2.5708, -3.1282, -2.2442], [0.3693, -5.2223, -2.4055], [0.6968, -3.8575, -3.5014], [-0.8685, -3.9695, -2.6698], [6.4036, -1.2582, 4.5837], [4.9290, -1.2729, 4.2941], [4.1913, -0.0928, 4.2831], [2.8343, -0.0973, 3.9942], [2.2121, -1.3040, 3.7154], [2.9175, -2.5007, 3.7494], [4.2714, -2.4751, 4.0280], [0.4922, -1.3378, 3.3721], [-0.1637, -2.1160, 4.3685], [0.0727, 0.0817, 3.2212], [0.3187, -1.8817, 1.9665], [6.6849, -0.3771, 5.1582], [6.9773, -1.2468, 3.6546], [6.7032, -2.1438, 5.1427], [4.6822, 0.8443, 4.5161], [2.2602, 0.8188, 3.9837], [2.4085, -3.4399, 3.5730], [4.8271, -3.4044, 4.0588], [-0.0638, 0.2531, -1.0126], [-0.9878, 0.1448, -2.2426], [-1.1703, 1.8180, -2.8213], [-2.4136, 2.2193, -3.2789], [-2.5585, 3.5113, -3.7656], [-1.4766, 4.3790, -3.7657], [-0.2373, 3.9624, -3.2913], [-0.0752, 2.6696, -2.8233], [0.0838, -0.4241, -3.5484], [1.4529, -0.5149, -3.3825], [2.2276, -0.9041, -4.4676], [1.6323, -1.1942, -5.6869], [0.2528, -1.1103, -5.8304], [-0.5321, -0.7265, -4.7553], [-3.2577, 1.5445, -3.2295], [-3.5215, 3.8428, -4.1298], [-1.5971, 5.3881, -4.1366], [0.6035, 4.6431, -3.2977], [0.8877, 2.3227, -2.4698], [1.8875, -0.3274, -2.4123], [3.3017, -0.9833, -4.3584], [2.2432, -1.4931, -6.5281], [-0.2117, -1.3462, -6.7782], [-1.6089, -0.6568, -4.8594], [-1.2570, 2.6234, 3.3570], [-1.9704, 2.5275, 2.3953], [-1.7780, 1.6431, 1.3089], [-2.7588, 1.8635, 0.3684], [-2.8980, 1.2053, -0.6511], [-3.6420, 2.9643, 0.8385], [-4.7465, 3.5513, 0.2558], [-5.3821, 4.5554, 0.9800], [-4.9178, 4.9432, 2.2358], [-3.8014, 4.3425, 2.8110], [-3.1824, 3.3480, 2.0834], [-5.1039, 3.2383, -0.7162], [-6.2547, 5.0427, 0.5659], [-5.4389, 5.7247, 2.7726], [-3.4345, 4.6348, 3.7856], [-6.9714, -1.2220, 1.4389], [-5.9098, -1.5802, 1.1894], [-4.5762, -2.0100, 0.8705], [-4.3242, -3.2585, 0.3134], [-3.0149, -3.6070, 0.0367], [-2.0070, -2.7024, 0.3116], [-2.2577, -1.4895, 0.8272], [-3.5130, -1.1537, 1.1140], [-5.1410, -3.9386, 0.1135], [-2.7707, -4.5735, -0.3793], [-0.9689, -2.9416, 0.1223], [-3.6799, -0.1913, 1.5743]],
  "lowdin_charge": [0.9032, -0.0373, -0.2539, -0.1561, -0.1694, -0.1668, -0.1639, -0.1955, -0.2048, -0.0879, 0.1079, 0.0725, 0.1013, 0.1417, 0.1215, 0.1235, 0.1450, 0.1173, 0.1376, 0.1380, 0.1262, 0.0953, 0.0897, 0.0869, -0.0403, -0.2581, -0.0223, -0.0443, -0.2863, -0.0480, -0.0242, 0.5755, -0.2271, -0.3296, -0.3486, 0.0813, 0.0883, 0.0840, 0.1195, 0.1205, 0.1267, 0.1208, -0.5110, 1.1224, -0.3754, -0.0787, -0.0537, -0.0576, -0.0544, -0.0587, -0.3677, -0.0655, -0.0594, -0.0633, -0.0601, -0.0734, 0.1163, 0.1132, 0.1122, 0.1124, 0.1078, 0.0908, 0.1130, 0.1116, 0.1132, 0.1176, 0.1184, -0.4012, 0.0774, -0.4316, 0.0037, -0.0890, 0.0108, -0.0510, -0.0474, 0.0167, -0.0847, 0.1210, 0.1104, 0.1115, 0.1269, 0.1880, -0.1594, -0.1719, 0.0276, -0.0035, -0.0744, 0.0351, -0.0366, 0.1353, 0.1216, 0.1033, 0.1320],
  "e_homo_ev": -11.627,
  "homo_lumo_gap_ev": 9.0,
  "total_charge": 1,
  "multiplicity": 1,
  "total_energy_ev": -90813.636,
  "de_lowest_kcal_mol": 10.06,
  "lumo_ev": -2.63
}

# 2
{
  "formula": "C3H10N2",
  "method": "the ωB97M-V functional and the def2-TZVPD basis",
  "symbols": ["C", "N", "C", "H", "H", "H", "H", "H", "C", "N", "H", "H", "H", "H", "H"],
  "xyz": [[0.9116, -1.2626, -0.1469], [1.3102, -1.9488, -1.1185], [2.4470, -1.4548, -1.8723], [0.0438, -1.6017, 0.4172], [1.3380, -0.3085, 0.1905], [2.6231, -2.0771, -2.7488], [3.3513, -1.4290, -1.2494], [2.2878, -0.4450, -2.2445], [-1.8663, 1.8333, 1.6928], [-2.1684, 1.2411, 0.3899], [-2.7498, 2.2376, 2.1683], [-1.0329, 2.5390, 1.6224], [-1.4653, 1.0986, 2.4014], [-1.8891, 0.2726, 0.3617], [-3.1412, 1.3053, 0.1363]],
  "nbo_charge": [-0.0551, -0.3847, -0.4562, 0.1607, 0.1383, 0.2037, 0.1981, 0.1944, -0.4154, -0.8480, 0.1909, 0.1816, 0.1771, 0.3550, 0.3596],
  "e_homo_ev": -9.238,
  "homo_lumo_gap_ev": 10.3,
  "multiplicity": 1,
  "total_energy_ev": -6251.916,
  "de_lowest_kcal_mol": 34.87,
  "lumo_ev": 1.02
}

# 3
{
  "formula": "C4H10N2O",
  "method": "the ωB97M-V functional and the def2-TZVPD basis",
  "symbols": ["C", "C", "C", "C", "N", "O", "N", "H", "H", "H", "H", "H", "H", "H", "H", "H", "H"],
  "xyz": [[-1.5697, -0.3918, 0.2641], [-0.5167, 0.7061, 0.2409], [0.4969, 0.3146, -0.9164], [1.7582, 1.0118, -0.6435], [2.6410, 0.3286, -0.0019], [0.9283, -1.2367, 1.3042], [-2.2772, -0.3419, -0.9236], [-0.8880, -1.3120, 0.1932], [-2.1493, -0.5012, 1.1880], [0.0270, 0.7417, 1.1721], [-1.0192, 1.6337, 0.0327], [-0.1064, 0.5205, -1.8563], [0.7032, -0.7338, -0.8969], [1.9450, 2.0964, -0.8737], [2.0651, -0.1461, 0.7688], [-3.2378, -0.6252, -0.7699], [1.1997, -2.0647, 1.7183]],
  "nbo_charge": [-0.3189, -0.3730, -0.4948, 0.1412, -0.6250, -0.9840, -0.2910, 0.4061, 0.2286, 0.2584, 0.2103, 0.2311, 0.2466, 0.1776, 0.4034, 0.3324, 0.4509],
  "e_homo_ev": -7.832,
  "homo_lumo_gap_ev": 4.0,
  "multiplicity": 1,
  "total_energy_ev": -9329.725,
  "de_lowest_kcal_mol": 213.59,
  "lumo_ev": -3.81
}

# 4
{
  "formula": "C4H9N2",
  "method": "the ωB97M-V functional and the def2-TZVPD basis",
  "symbols": ["C", "N", "C", "C", "C", "N", "H", "H", "H", "H", "H", "H", "H", "H", "H"],
  "xyz": [[2.4433, -0.4161, 0.0272], [1.3540, 0.5239, 0.1073], [0.0902, 0.1912, -0.4965], [-1.3223, -0.1924, 0.3729], [-2.5999, -0.3726, -0.2165], [-2.4384, 0.8176, 0.3750], [2.4084, -1.2349, 0.7460], [2.5228, -0.7979, -1.0402], [3.4062, 0.1489, 0.3396], [1.3988, 1.4789, 0.4305], [-0.3065, 1.0644, -1.1210], [0.2784, -0.8242, -0.8793], [-1.0922, -0.6306, 1.2682], [-3.1859, -0.8299, -1.0868], [-2.9570, 1.0736, 1.1736]],
  "nbo_charge": [-0.4256, -0.6101, -0.1795, -0.1327, 0.3465, -0.4574, 0.2009, 0.2049, 0.2379, 0.4031, 0.2119, 0.2192, 0.2415, 0.2952, 0.4443],
  "e_homo_ev": [-12.631, -12.630],
  "homo_lumo_gap_ev": [5.9, 5.9],
  "total_charge": 1,
  "multiplicity": 1,
  "total_energy_ev": -7262.322,
  "de_lowest_kcal_mol": 134.21,
  "lumo_ev": [-6.74, -6.74]
}

# 5
{
  "formula": "C5H9N2",
  "method": "the ωB97M-V functional and the def2-TZVPD basis",
  "symbols": ["C", "C", "N", "C", "C", "C", "N", "H", "H", "H", "H", "H", "H", "H", "H", "H"],
  "xyz": [[-0.2507, -1.6649, 1.5483], [-0.6256, -0.9712, 0.2418], [-1.6722, -1.1744, -0.4316], [-1.9243, -0.2464, -1.4553], [-0.9515, 0.7222, -1.5089], [0.0637, 0.3225, -0.4708], [0.7988, 1.5544, 0.2537], [-1.1102, -1.6755, 2.3280], [0.6861, -1.3259, 1.9613], [-0.2046, -2.7630, 1.4541], [-2.7439, -0.3816, -2.1266], [-0.9164, 1.5669, -2.2668], [0.7352, -0.0676, -1.1659], [1.7266, 1.2474, 0.6495], [0.1008, 1.8326, 1.0289], [0.9258, 2.3113, -0.4896]],
  "nbo_charge": [-0.6996, 0.3137, -0.3884, 0.0192, -0.2983, -0.1593, -0.7170, 0.2778, 0.2228, 0.2772, 0.2405, 0.2601, 0.2594, 0.4588, 0.4676, 0.4655],
  "e_homo_ev": -13.320,
  "homo_lumo_gap_ev": 9.0,
  "total_charge": 1,
  "multiplicity": 1,
  "total_energy_ev": -8302.063,
  "de_lowest_kcal_mol": 84.61,
  "lumo_ev": -4.31
}

# 6
{
  "formula": "C34H29N2O",
  "method": "the ωB97M-V functional and the def2-TZVPD basis",
  "symbols": ["C", "C", "N", "C", "C", "C", "C", "C", "C", "C", "C", "C", "C", "C", "C", "C", "C", "C", "H", "H", "H", "H", "H", "H", "H", "H", "H", "H", "H", "H", "H", "H", "H", "H", "C", "C", "C", "C", "C", "C", "N", "C", "C", "C", "C", "C", "C", "C", "C", "C", "O", "C", "C", "H", "H", "H", "H", "H", "H", "H", "H", "H", "H", "H", "H", "H"],
  "xyz": [[1.2334, -2.7305, 2.3874], [1.3823, -1.2701, 2.4741], [2.5211, -0.7145, 2.9643], [3.6871, -1.4627, 3.4089], [2.4126, 0.6757, 3.0141], [1.1138, 0.9993, 2.5672], [0.6684, 2.3058, 2.6788], [1.5537, 3.2890, 3.1361], [2.8613, 2.9518, 3.5337], [3.3053, 1.6194, 3.5107], [0.4343, -0.2314, 2.2031], [-0.9188, -0.2958, 1.7484], [-2.0217, -0.5053, 2.6546], [-2.0679, 0.1415, 3.9160], [-3.2579, 0.1758, 4.6315], [-4.3617, -0.5732, 4.2107], [-4.2729, -1.3494, 3.0477], [-3.1199, -1.3275, 2.2799], [0.2225, -2.9653, 2.0432], [1.9571, -3.1615, 1.6801], [1.3951, -3.2215, 3.3607], [4.4702, -0.7466, 3.6716], [3.4668, -2.0803, 4.2945], [4.0604, -2.1211, 2.6112], [-0.3676, 2.5044, 2.4139], [1.2311, 4.3328, 3.1864], [3.5339, 3.7383, 3.8704], [4.2961, 1.3188, 3.8544], [-1.0662, -0.5507, 0.6919], [-1.1768, 0.6486, 4.2814], [-3.3312, 0.7993, 5.5217], [-5.2893, -0.5463, 4.7841], [-5.1280, -1.9442, 2.7202], [-3.0361, -1.9313, 1.3688], [-0.4752, 6.3708, 1.5026], [-1.1752, 6.0913, 2.6853], [-1.9254, 4.9241, 2.7912], [-1.9654, 4.0173, 1.7200], [-2.7850, 2.7661, 1.8943], [-2.4972, 1.6619, 1.0248], [-3.5793, 1.1783, 0.3016], [-4.7992, 1.0615, 0.9168], [-5.8320, 0.3294, 0.3642], [-5.6824, -0.2205, -0.8923], [-4.5066, 0.0160, -1.6145], [-3.4251, 0.7235, -1.0145], [-2.2730, 1.0177, -1.7517], [-2.1890, 0.6469, -3.0994], [-3.2307, -0.0867, -3.6952], [-4.3548, -0.4243, -2.9571], [-3.6898, 2.7713, 2.7603], [-1.2713, 4.2999, 0.5351], [-0.5097, 5.4650, 0.4363], [0.0989, 7.2927, 1.4178], [-1.1645, 6.7873, 3.5254], [-2.5064, 4.6958, 3.6873], [-1.5254, 1.6231, 0.5432], [-4.8799, 1.5131, 1.8916], [-6.7350, 0.2066, 0.9516], [-6.4761, -0.8145, -1.3415], [-1.4281, 1.5405, -1.3037], [-1.3065, 0.9248, -3.6785], [-3.1516, -0.3906, -4.7378], [-5.1618, -1.0214, -3.3812], [-1.3472, 3.6021, -0.3008], [0.0245, 5.6658, -0.4910]],
  "nbo_charge": [-0.6627, 0.2750, -0.3325, -0.4084, 0.1389, -0.0655, -0.1621, -0.2358, -0.2042, -0.2285, -0.2993, 0.2009, -0.1602, -0.1560, -0.1890, -0.1770, -0.2380, -0.1301, 0.2313, 0.2381, 0.2405, 0.2272, 0.2144, 0.2150, 0.1958, 0.2280, 0.2254, 0.2221, 0.2064, 0.2360, 0.2356, 0.2307, 0.2278, 0.2108, -0.1859, -0.2112, -0.1883, -0.0751, 0.4553, -0.2160, -0.2764, 0.0793, -0.2522, -0.1172, -0.0127, 0.1353, -0.2323, -0.1565, -0.1900, -0.1742, -0.5819, -0.2137, -0.2013, 0.2278, 0.2286, 0.2424, 0.2318, 0.2844, 0.2493, 0.2349, 0.2294, 0.2374, 0.2374, 0.2314, 0.2056, 0.2238],
  "e_homo_ev": -10.149,
  "homo_lumo_gap_ev": 5.2,
  "total_charge": 1,
  "multiplicity": 1,
  "total_energy_ev": -40747.629,
  "de_lowest_kcal_mol": 71.85,
  "lumo_ev": -4.96
}